1.
C13H22Cl6GaO as an isolated structure. Source: OMol25; level of theory: the ωB97M-V functional and the def2-TZVPD basis.

Last column: Mulliken charge in e.
Geometry (Å):
C: 2.871 -1.061 1.474  -1.670
C: 3.631 0.010 0.734  1.007
C: 4.956 0.273 1.071  -0.594
C: 5.695 1.273 0.443  -0.550
C: 5.086 2.023 -0.556  -0.611
C: 3.766 1.763 -0.907  -0.729
C: 3.002 0.770 -0.274  0.697
C: 1.575 0.570 -0.642  -0.623
Ga: 0.328 1.387 0.813  0.079
H: 2.204 -1.607 0.806  0.291
H: 3.565 -1.763 1.939  0.435
H: 2.247 -0.608 2.251  0.307
H: 5.433 -0.312 1.853  0.319
H: 6.723 1.455 0.738  0.360
H: 5.625 2.810 -1.073  0.370
H: 3.294 2.352 -1.687  0.303
H: 1.353 -0.491 -0.785  0.356
H: 1.384 1.099 -1.580  0.091
H: -0.781 0.305 1.260  -0.191
H: -0.303 2.733 0.181  -0.325
H: 1.230 1.799 2.088  -0.319
C: -4.161 2.315 2.005  0.291
Cl: -3.598 1.977 0.374  -0.059
Cl: -5.813 1.667 2.177  -0.137
Cl: -3.115 1.555 3.186  -0.053
Cl: -4.198 4.064 2.269  -0.120
C: -2.859 -1.975 0.883  -0.866
C: -4.240 -2.509 0.532  0.376
C: -4.659 -2.116 -0.876  -1.155
O: -5.209 -2.069 1.486  -0.531
H: -2.846 -0.883 0.850  0.064
H: -2.576 -2.273 1.892  0.311
H: -2.103 -2.343 0.188  0.384
H: -4.241 -3.598 0.618  0.298
H: -4.703 -1.026 -0.964  0.228
H: -5.649 -2.513 -1.108  0.329
H: -3.950 -2.488 -1.618  0.351
H: -5.241 -1.108 1.423  0.298
C: 1.128 -0.359 -4.325  -0.249
Cl: 2.500 -1.205 -3.612  -0.131
Cl: 1.455 1.359 -4.597  -0.163
H: 0.907 -0.810 -5.284  0.321
H: 0.288 -0.443 -3.645  0.210

Forces on the atoms, in the same order (eV/Å):
C 0.068 0.168 -0.085
C 0.135 0.011 0.006
C 0.004 0.085 -0.125
C -0.154 -0.003 -0.057
C -0.142 -0.103 0.043
C 0.054 -0.064 0.168
C 0.105 0.010 -0.124
C 0.205 0.148 0.143
Ga 0.175 0.107 0.023
H 0.029 -0.055 0.053
H -0.051 -0.018 0.040
H -0.024 -0.035 -0.053
H -0.077 -0.040 -0.013
H -0.038 0.015 -0.040
H 0.040 -0.037 0.050
H 0.009 -0.016 0.002
H -0.090 0.029 0.058
H -0.110 -0.077 0.021
H -0.036 0.015 -0.082
H -0.134 -0.064 -0.029
H -0.008 -0.075 -0.005
C 0.004 -0.054 -0.143
Cl 0.038 0.037 0.043
Cl -0.081 -0.009 0.063
Cl 0.041 -0.009 -0.011
Cl -0.026 0.008 0.015
C -0.170 -0.015 0.016
C 0.212 0.022 -0.006
C -0.089 -0.002 0.017
O -0.068 -0.026 -0.094
H 0.075 -0.042 -0.056
H 0.006 -0.023 0.011
H 0.014 0.051 0.000
H -0.044 -0.021 0.012
H 0.050 0.006 -0.005
H 0.002 -0.014 0.005
H 0.018 0.010 0.010
H -0.014 0.074 0.120
C -0.050 -0.023 0.040
Cl 0.082 -0.039 -0.063
Cl 0.010 0.018 -0.026
H 0.001 -0.011 0.003
H 0.030 0.062 0.055

Output
Total charge ... -1
Multiplicity ... 1
Gap between HOMO and LUMO ... 6.624 eV
M ... 476.76 u
E ... -143395.9749 eV
Maximum force ... 0.290 eV/A


2.
C22H50CrNO18S4 as an isolated structure at a distorted geometry. Source: OMol25; level of theory: the ωB97M-V functional and the def2-TZVPD basis.

Last column: Mulliken charge in e.
Geometry (Å):
Cr: 1.687 -1.597 0.865  1.132
O: -0.390 1.481 -0.009  -0.267
C: 0.176 0.322 0.240  0.521
O: 0.030 -0.271 1.348  -0.698
O: 1.027 -0.205 -0.550  0.540
H: -0.003 1.721 -0.896  0.253
O: 4.262 0.300 3.096  -0.509
C: 3.353 -0.284 2.344  0.928
O: 3.397 -0.264 1.060  -0.597
O: 2.437 -0.971 2.853  -0.597
H: 4.794 0.894 2.551  0.378
O: -1.008 -4.305 0.945  -0.442
C: -0.045 -3.451 0.922  0.734
O: 0.549 -3.053 1.962  -0.779
O: 0.325 -2.893 -0.162  -0.414
H: -1.300 -4.356 1.873  0.461
C: -0.889 2.786 3.427  -0.546
S: -1.042 2.335 5.155  0.580
O: -2.496 2.288 5.429  -0.664
C: -0.432 3.902 5.790  -0.977
H: -1.160 1.950 2.787  -0.128
H: 0.173 3.007 3.279  0.195
H: -1.498 3.671 3.252  0.508
H: -0.743 4.053 6.822  0.370
H: -0.881 4.702 5.199  0.268
H: 0.656 3.926 5.739  0.342
C: 1.222 5.079 0.318  -0.465
S: 2.892 4.540 0.690  0.427
O: 3.144 4.997 2.082  -0.654
C: 2.506 2.782 0.745  0.590
H: 1.176 6.141 0.527  0.428
H: 0.499 4.489 0.884  -0.033
H: 0.955 4.880 -0.726  0.176
H: 3.259 2.153 1.213  -0.028
H: 2.552 2.447 -0.297  -0.308
H: 1.517 2.654 1.174  -0.369
C: 3.978 -3.841 -2.404  -1.066
S: 3.949 -2.232 -1.635  0.611
O: 2.806 -2.273 -0.669  -0.329
C: 5.388 -2.344 -0.604  -0.949
H: 4.230 -4.587 -1.655  0.370
H: 4.713 -3.789 -3.207  0.446
H: 2.996 -4.013 -2.833  0.278
H: 6.310 -2.243 -1.175  0.455
H: 5.394 -3.273 -0.033  0.368
H: 5.295 -1.515 0.098  0.127
C: 1.393 2.889 -4.753  -0.855
S: 1.830 2.662 -3.042  0.356
O: 0.597 2.321 -2.277  -0.684
C: 2.767 1.141 -3.159  -0.027
H: 2.336 3.033 -5.282  0.436
H: 0.756 3.765 -4.846  0.411
H: 0.860 2.024 -5.152  -0.028
H: 2.142 0.380 -3.624  -0.119
H: 3.046 0.869 -2.142  -0.361
H: 3.682 1.346 -3.716  0.640
C: -4.009 1.734 -1.242  0.063
O: -4.087 2.591 -2.100  -0.594
N: -3.134 0.695 -1.264  0.429
C: -2.254 0.499 -2.393  -0.629
C: -3.235 -0.366 -0.305  -0.589
H: -4.593 1.735 -0.307  0.327
H: -1.209 0.554 -2.065  -0.115
H: -2.454 1.245 -3.149  0.264
H: -2.364 -0.531 -2.737  0.420
H: -2.250 -0.677 0.047  -0.493
H: -3.737 -0.027 0.610  0.521
H: -3.867 -1.192 -0.647  0.286
O: -2.344 -3.621 3.370  -0.718
C: -2.618 -2.467 3.618  0.312
O: -3.139 -2.065 4.770  -0.281
C: -3.227 -3.030 5.839  -0.262
C: -4.660 -3.523 5.967  -1.140
C: -2.378 -1.312 2.684  -0.119
H: -2.956 -2.502 6.747  0.346
H: -2.558 -3.855 5.607  0.296
H: -5.339 -2.672 5.889  0.291
H: -4.787 -3.977 6.951  0.389
H: -4.960 -4.238 5.203  0.296
H: -2.396 -1.660 1.653  -0.057
H: -1.412 -0.870 2.922  0.092
H: -3.163 -0.565 2.804  0.434
O: 0.788 -1.303 -5.338  -0.674
C: 0.038 -1.666 -4.458  0.140
O: -1.281 -1.699 -4.577  -0.299
C: -1.898 -1.306 -5.791  -0.475
C: -1.884 0.178 -6.044  -0.390
C: 0.448 -2.081 -3.088  0.796
H: -2.915 -1.691 -5.835  0.366
H: -1.407 -1.805 -6.635  0.424
H: -2.671 0.691 -5.492  0.249
H: -1.995 0.419 -7.101  0.394
H: -0.931 0.611 -5.736  -0.257
H: 0.617 -3.145 -2.951  0.443
H: -0.309 -1.741 -2.387  -0.355
H: 1.360 -1.533 -2.864  -0.561

Forces on the atoms, in the same order (eV/Å):
Cr -3.190 0.575 -1.788
O 0.167 -0.722 -0.359
C 1.444 -0.710 1.141
O 0.142 -0.012 0.061
O 0.279 0.338 -0.380
H -0.233 0.627 0.056
O 0.231 0.581 0.297
C -1.487 -1.793 -1.106
O 0.760 0.690 0.402
O 0.562 0.276 0.661
H 0.062 -0.102 -0.040
O -0.723 -0.699 -0.186
C 1.569 2.132 -0.217
O 0.634 -0.407 0.877
O 0.169 0.132 0.118
H -0.382 -0.084 0.416
C 0.739 0.092 0.102
S 0.008 -0.262 0.005
O -0.405 -0.007 0.198
C -0.050 0.453 -0.088
H -0.149 -0.054 0.072
H -0.097 0.086 -0.173
H -0.087 -0.051 -0.101
H -0.060 -0.387 0.055
H 0.145 0.045 -0.009
H -0.002 0.029 -0.133
C -0.464 -0.550 -0.597
S 0.179 -0.065 0.296
O 0.078 -0.025 0.158
C 0.174 -0.077 -0.772
H -0.044 0.037 0.082
H 0.105 0.312 0.398
H 0.326 0.146 -0.053
H 0.068 0.532 0.384
H -0.503 0.014 0.020
H 0.037 -0.286 0.079
C 0.124 0.120 0.078
S 0.105 0.467 -0.007
O -0.074 -0.771 0.346
C 0.424 -0.030 0.350
H -0.054 -0.133 -0.079
H 0.081 -0.119 0.047
H -0.076 0.010 0.035
H -0.084 -0.009 -0.136
H -0.120 -0.055 -0.117
H -0.024 0.092 -0.094
C -0.093 -0.432 -0.220
S 0.588 0.351 0.457
O -0.534 0.039 -0.203
C 0.064 0.206 -0.156
H -0.084 0.081 -0.103
H 0.094 0.124 0.129
H 0.098 -0.070 0.100
H 0.133 -0.086 -0.048
H -0.215 -0.063 0.069
H -0.093 -0.090 -0.175
C 0.676 -0.102 0.031
O -0.192 0.020 0.080
N -0.479 0.396 -0.168
C 0.391 -0.709 0.574
C -0.374 0.161 0.881
H -0.224 0.095 -0.104
H -0.176 0.229 -0.208
H -0.047 -0.008 -0.148
H -0.282 0.169 -0.411
H -0.086 -0.201 -0.501
H 0.054 0.318 -0.265
H 0.476 -0.255 -0.255
O 0.092 -0.373 -0.054
C 0.130 0.350 -0.398
O 0.143 0.079 0.346
C -0.661 -0.326 -0.402
C -0.095 0.211 0.095
C -0.504 -0.369 0.210
H 0.277 0.067 -0.059
H 0.165 0.094 0.256
H 0.006 0.001 0.152
H -0.087 -0.060 -0.070
H 0.237 -0.060 -0.059
H 0.273 -0.153 0.324
H -0.062 -0.032 -0.099
H 0.093 0.069 0.177
O -0.097 -0.021 0.059
C 0.523 -0.066 -0.410
O -1.083 -0.212 0.330
C 0.242 -0.271 -1.781
C 0.111 0.704 0.420
C 0.186 0.745 0.258
H -0.012 -0.064 0.667
H 0.285 -0.003 0.267
H -0.021 0.017 0.008
H -0.135 -0.208 -0.039
H 0.005 -0.085 -0.005
H -0.164 -0.100 -0.180
H 0.080 -0.287 0.159
H 0.079 -0.193 0.172

Output
Multiplicity ... 4
Gap between HOMO and LUMO (alpha / beta) ... 7.710 / 8.237 eV
M ... 796.89 u
E ... -133734.3413 eV
Maximum force ... 3.702 eV/A